Entry 1:
Formula: F3Zn2
Source: the Open Molecules 2025 dataset
Level of theory: ωB97M-V with the def2-TZVPD basis set

## Properties
**F_max**: 0.0387 hartree/bohr
**Energy above the lowest of the compared OMol25 structures with the same formula, charge and spin**: 130.75 kcal per mole
**Kohn-Sham gap**: 2.260 eV
**Net charge**: +1
**E**: -3857.387445 Ha

Last column: natural (NBO) charge in e.
Atoms and positions in Å:
Zn 0.677 -1.852 -0.394  1.314
Zn 0.139 4.145 1.648  1.165
F -1.810 -2.700 1.531  -0.501
F -0.122 -0.684 -3.558  -0.394
F 1.115 1.091 0.773  -0.583

---

Entry 2:
Formula: F4InN2O8S4
Source: the Open Molecules 2025 dataset
Level of theory: ωB97M-V with the def2-TZVPD basis set

## Properties
**F_max**: 0.0902 hartree/bohr
**Energy above the lowest of the compared OMol25 structures with the same formula, charge and spin**: 4.04 kcal per mole
**Kohn-Sham gap**: 1.782 eV
**Net charge**: +1
**E**: -2893.166568 Ha

Last column: natural (NBO) charge in e.
Atoms and positions in Å:
In 1.048 -0.360 0.552  1.027
S -0.798 2.837 -1.423  2.472
S -0.574 5.376 -1.081  2.469
S 0.067 -3.918 2.372  2.454
S 1.129 -4.314 0.101  2.463
F -1.396 2.197 -2.705  -0.443
F 1.069 -3.406 -1.178  -0.477
F 0.442 6.375 -1.664  -0.436
F 0.305 -2.839 3.481  -0.464
O 2.487 -4.625 0.289  -0.775
O 0.092 1.838 -0.919  -0.897
O -1.341 -4.078 2.306  -0.737
O 0.873 -4.995 2.814  -0.787
O 0.173 -5.315 -0.126  -0.783
O -1.826 5.935 -1.434  -0.719
O -1.993 3.086 -0.702  -0.805
O -0.236 5.177 0.268  -0.780
N 0.605 -3.088 1.108  -0.987
N -0.125 4.117 -2.057  -0.794

---

Entry 3:
Formula: F4InN4O14S4
Source: the Open Molecules 2025 dataset
Level of theory: ωB97M-V with the def2-TZVPD basis set

## Properties
**F_max**: 0.1075 hartree/bohr
**Energy above the lowest of the compared OMol25 structures with the same formula, charge and spin**: 0.00 kcal per mole
**Kohn-Sham gap**: 4.127 eV
**Net charge**: -1
**E**: -3454.388403 Ha

Last column: natural (NBO) charge in e.
Atoms and positions in Å:
In -0.556 0.748 -0.591  1.688
S 1.612 2.766 2.014  2.466
S 2.005 0.354 2.254  2.456
S -1.489 -3.088 0.014  2.468
S -3.584 -1.752 0.208  2.456
F -3.904 -0.283 -0.346  -0.523
F 1.211 -0.886 1.658  -0.497
F 0.088 -2.840 0.063  -0.496
F 0.949 3.737 0.902  -0.519
O 0.841 3.088 3.160  -0.889
O 1.633 2.084 -2.402  -0.426
O 1.379 -0.850 -1.834  -0.440
O 1.025 -2.711 -2.867  -0.350
O -3.971 -1.720 1.566  -0.868
O 3.340 0.137 1.845  -0.862
O 1.800 4.231 -2.371  -0.343
O -1.695 -3.726 1.276  -0.898
O -4.286 -2.526 -0.745  -0.861
O 0.002 3.274 -1.701  -0.436
O -1.759 -3.864 -1.144  -0.872
O -0.405 -1.106 -3.000  -0.494
O 2.999 3.059 1.947  -0.860
O 1.658 0.394 3.623  -0.865
N -1.921 -1.572 -0.030  -1.216
N 1.174 1.438 1.268  -1.224
N 1.198 3.208 -2.171  0.705
N 0.658 -1.594 -2.597  0.700

---

Entry 4:
Formula: F4KN2O8S4
Source: the Open Molecules 2025 dataset
Level of theory: ωB97M-V with the def2-TZVPD basis set

## Properties
**F_max**: 0.0913 hartree/bohr
**Energy above the lowest of the compared OMol25 structures with the same formula, charge and spin**: 22.89 kcal per mole
**Kohn-Sham gap**: 9.149 eV
**Net charge**: -1
**E**: -3303.718073 Ha

Last column: natural (NBO) charge in e.
Atoms and positions in Å:
K 1.315 1.145 1.005  0.977
S -2.114 1.640 2.203  2.453
S 2.463 0.358 -2.405  2.465
S 1.336 -1.672 -1.551  2.470
S -2.008 -0.762 1.621  2.477
F 2.660 1.873 -1.836  -0.547
F -0.818 -1.661 1.083  -0.503
F -0.214 -1.866 -1.329  -0.496
F -1.726 2.971 1.324  -0.549
O 1.489 -2.172 -2.867  -0.921
O -3.087 -1.150 0.795  -0.909
O -3.537 1.701 2.143  -0.902
O 3.705 -0.228 -1.989  -0.943
O 2.247 0.557 -3.791  -0.903
O -2.031 -0.997 3.013  -0.921
O -1.438 1.937 3.420  -0.929
O 1.944 -2.351 -0.474  -0.912
N -1.392 0.685 1.153  -1.204
N 1.205 -0.008 -1.520  -1.201

---

Entry 5:
Formula: F4Li3N3O11S4
Source: the Open Molecules 2025 dataset
Level of theory: ωB97M-V with the def2-TZVPD basis set

## Properties
**F_max**: 0.1750 hartree/bohr
**Kohn-Sham gap**: 6.025 eV
**Net charge**: 0
**E**: -3006.410508 Ha

Last column: natural (NBO) charge in e.
Atoms and positions in Å:
S 1.042 1.819 -4.106  2.304
S 2.535 2.111 -2.317  2.367
S 0.029 -1.240 3.950  2.386
S -0.486 1.045 4.074  2.321
F -0.494 1.999 2.814  -0.517
F -0.739 -2.554 3.358  -0.549
F -0.293 0.891 -4.273  -0.522
F 3.125 1.293 -1.027  -0.543
O -3.117 -2.150 -1.346  -0.660
O 0.363 3.090 -3.967  -0.838
O 3.722 2.237 -3.182  -0.866
O -0.207 -1.409 5.374  -0.858
O -1.585 1.636 4.853  -0.894
O -3.485 -4.207 -1.307  -0.450
O 1.814 1.526 -5.324  -0.847
O 0.877 1.257 4.569  -0.830
O -1.515 -3.502 -1.745  -0.591
O 1.977 3.283 -1.631  -0.877
O 1.310 -1.493 3.338  -0.898
N 1.546 1.001 -2.626  -1.163
N -0.960 -0.315 3.133  -1.144
N -2.704 -3.321 -1.513  0.724
Li 1.921 -2.346 -2.785  0.991
Li -0.468 -0.363 -0.142  0.962
Li -4.208 -0.287 1.827  0.993

---

Entry 6:
Formula: F4Li5
Source: the Open Molecules 2025 dataset
Level of theory: ωB97M-V with the def2-TZVPD basis set

## Properties
**F_max**: 0.1376 hartree/bohr
**Energy above the lowest of the compared OMol25 structures with the same formula, charge and spin**: 66.95 kcal per mole
**Kohn-Sham gap**: 5.893 eV
**Net charge**: +1
**E**: -437.053402 Ha

Last column: natural (NBO) charge in e.
Atoms and positions in Å:
F 0.124 -2.223 0.129  -0.942
F -0.143 1.491 -1.084  -0.921
F -1.129 -0.445 -1.323  -0.935
F 0.068 -0.059 0.523  -0.938
Li 1.432 1.149 -0.750  0.961
Li 0.633 1.221 1.454  0.959
Li -1.132 0.826 0.110  0.936
Li 0.254 -0.879 -0.781  0.920
Li -0.108 -1.081 1.722  0.961

---

Entry 7:
Formula: F4LiSr2
Source: the Open Molecules 2025 dataset
Level of theory: ωB97M-V with the def2-TZVPD basis set

## Properties
**F_max**: 0.0558 hartree/bohr
**Kohn-Sham gap (spin up / spin down)**: 6.268 / 4.593 eV
**Net charge**: +2
**Spin multiplicity**: 2
**E**: -467.791969 Ha

Last column: Mulliken spin population.
Atoms and positions in Å:
Sr -1.572 6.173 5.275  -0.001
Sr 2.341 8.224 7.014  -0.030
F 0.425 9.548 5.209  0.436
F 3.343 7.867 4.652  0.591
F 1.256 5.468 2.978  0.000
F 0.981 6.705 5.641  0.004
Li 1.349 4.846 4.798  0.000

---

Entry 8:
Formula: F4OP2
Source: the Open Molecules 2025 dataset
Level of theory: ωB97M-V with the def2-TZVPD basis set

## Properties
**F_max**: 0.0840 hartree/bohr
**Energy above the lowest of the compared OMol25 structures with the same formula, charge and spin**: 7.97 kcal per mole
**Kohn-Sham gap**: 11.563 eV
**Net charge**: 0
**E**: -1157.590620 Ha

Last column: natural (NBO) charge in e.
Atoms and positions in Å:
P -1.568 0.708 0.254  1.714
P 0.971 -0.660 0.167  1.747
F 2.143 -0.064 1.006  -0.571
F -1.563 -0.832 0.858  -0.608
F 1.650 -0.347 -1.217  -0.571
F -1.588 0.325 -1.313  -0.596
O -0.045 0.869 0.246  -1.115

---

Entry 9:
Formula: F5N2
Source: the Open Molecules 2025 dataset
Level of theory: ωB97M-V with the def2-TZVPD basis set

## Properties
**F_max**: 0.0970 hartree/bohr
**Energy above the lowest of the compared OMol25 structures with the same formula, charge and spin**: 29.36 kcal per mole
**Kohn-Sham gap (spin up / spin down)**: 6.531 / 4.840 eV
**Net charge**: +1
**E**: -608.056300 Ha

Last column: natural (NBO) charge in e.
Atoms and positions in Å:
F -2.009 1.418 -0.733  -0.079
F 1.476 -2.277 -0.644  0.020
F -1.018 1.777 1.067  -0.120
F 2.222 -0.329 -0.164  -0.004
F -0.547 -0.132 -0.011  -0.269
N 1.437 -1.310 0.183  0.787
N -1.561 0.852 0.301  0.663

---

Entry 10:
Formula: F6H18O9P
Source: the Open Molecules 2025 dataset
Level of theory: ωB97M-V with the def2-TZVPD basis set

## Properties
**F_max**: 0.0320 hartree/bohr
**Energy above the lowest of the compared OMol25 structures with the same formula, charge and spin**: 15.00 kcal per mole
**Kohn-Sham gap**: 10.001 eV
**Net charge**: -1
**E**: -1628.836286 Ha

Last column: natural (NBO) charge in e.
Atoms and positions in Å:
P 0.323 -0.611 0.379  2.606
F 1.757 0.082 -0.071  -0.604
F -1.053 -1.375 0.957  -0.609
F 1.042 -1.995 0.434  -0.578
F 0.674 -0.345 1.926  -0.586
F -0.184 -0.838 -1.141  -0.589
F -0.558 0.772 0.351  -0.604
O -2.572 -2.206 -2.754  -0.980
O -1.425 -3.622 -0.528  -0.982
O -0.047 4.086 -1.230  -0.938
O -2.430 1.776 2.388  -0.929
O 3.082 -0.711 3.583  -0.931
O 4.528 0.305 -0.190  -0.958
O 1.350 2.727 1.864  -0.951
O -3.024 -0.167 -0.545  -0.985
O -0.646 -0.369 -4.380  -0.952
H -2.213 -0.161 -0.036  0.478
H -2.876 -0.827 -1.223  0.484
H -1.172 0.390 -4.128  0.474
H -1.771 -1.880 -3.165  0.484
H -0.600 3.474 -0.745  0.473
H -2.290 -2.970 -2.252  0.495
H 4.729 -0.271 0.548  0.465
H 0.080 -0.376 -3.756  0.483
H -2.030 2.072 1.570  0.472
H 1.969 2.004 1.964  0.475
H 3.419 -1.332 4.229  0.459
H 3.613 0.553 -0.059  0.489
H -0.388 4.061 -2.124  0.465
H 0.888 2.536 1.048  0.476
H 2.469 -0.164 4.074  0.473
H -2.269 2.490 3.005  0.457
H -1.115 -4.305 0.066  0.467
H -1.261 -2.804 -0.059  0.501